No. 1
ORCA calculation (ωB97M-V/def2-TZVPD) on 5 unconnected molecules or ions with the total composition C36H46N5O9 at a distorted geometry.

Properties
Orbital gap = 3.04 eV
ΔE to the lowest compared entry with this formula, charge and spin = 0.2580 eV
Max |F| = 1.38 eV Å⁻¹
Charge = -1
E_LUMO = 1.175 eV

Each line ends with the Mulliken charge.
CARTESIAN COORDINATES (ANGSTROEM)
1 C 3.9208 3.6297 1.8937  -1.52
2 C 2.9802 2.5131 1.4514  0.15
3 C 2.5683 2.6419 -0.0042  -1.04
4 C 1.5668 1.5471 -0.4175  -0.53
5 C 0.0517 1.9481 -0.4481  1.22
6 C -0.2416 3.2226 0.3621  -1.38
7 C -1.7387 3.4684 0.6177  0.52
8 C -2.0484 3.6985 2.1021  -0.59
9 N -1.9961 5.1244 2.4569  -0.69
10 C -0.6914 0.8020 0.1910  -1.22
11 O -0.6606 0.8053 1.6604  0.07
12 C -1.2200 -0.3826 2.1695  -1.11
13 C -0.1674 -1.4611 2.4790  -0.07
14 C 1.1692 -0.9105 2.9373  -0.41
15 H 4.5056 3.3563 2.7677  0.40
16 H 4.6077 3.8982 1.0913  0.31
17 H 3.3634 4.5289 2.1470  0.33
18 H 3.4525 1.5514 1.6304  0.27
19 H 2.0934 2.5353 2.0841  0.12
20 H 3.4891 2.4743 -0.5726  0.54
21 H 2.2436 3.6499 -0.2469  0.36
22 H 1.7124 0.7058 0.2653  0.03
23 H 1.8532 1.1989 -1.4143  0.30
24 H 0.3104 3.3008 1.3038  0.04
25 H 0.1163 4.0689 -0.2298  0.50
26 H -2.3671 2.6705 0.2400  -1.02
27 H -2.0638 4.3802 0.1130  0.93
28 H -3.0319 3.2528 2.3100  0.36
29 H -1.3465 3.1451 2.7137  0.28
30 H -2.5535 5.2916 3.2850  0.23
31 H -2.3764 5.6713 1.6940  0.26
32 H -0.2485 -0.1333 -0.1629  0.74
33 H -1.7451 0.8459 -0.1095  -0.63
34 H -1.7917 -0.1791 3.0783  0.35
35 H -1.9325 -0.7623 1.4336  0.46
36 H -0.0585 -2.1431 1.6436  -0.23
37 H -0.5698 -2.0470 3.3076  0.52
38 H 1.8874 -1.7175 3.0125  0.08
39 H 1.0418 -0.4632 3.9192  0.36
40 H 1.5723 -0.1677 2.2654  -0.11
41 C 5.0813 -6.2052 4.6644  -0.46
42 C 4.0712 -5.5032 5.3069  -0.45
43 C 3.9206 -4.1439 5.0859  -0.22
44 C 4.7872 -3.5079 4.2176  0.06
45 C 5.8016 -4.1894 3.5723  -0.44
46 C 5.9474 -5.5481 3.8010  -0.42
47 N 4.6130 -2.0691 3.9611  1.08
48 O 3.7203 -1.5001 4.5567  -0.57
49 O 5.3635 -1.5460 3.1565  -0.63
50 H 5.1923 -7.2684 4.8345  0.38
51 H 3.3958 -6.0159 5.9778  0.37
52 H 3.1343 -3.5933 5.5802  0.45
53 H 6.4688 -3.6738 2.8980  0.46
54 H 6.7347 -6.0956 3.3011  0.37
55 C 0.3072 2.7162 -5.2032  -0.66
56 C -0.1365 2.2960 -6.4557  -0.31
57 C -1.1500 1.3574 -6.5552  -0.60
58 C -1.7001 0.8502 -5.3882  -0.15
59 C -1.2636 1.2528 -4.1394  -0.10
60 C -0.2577 2.1936 -4.0476  -0.13
61 N -2.7933 -0.1219 -5.4639  1.10
62 O -3.1986 -0.4647 -6.5617  -0.65
63 O -3.2477 -0.5233 -4.4043  -0.68
64 H 1.0923 3.4579 -5.1294  0.43
65 H 0.3040 2.7061 -7.3552  0.36
66 H -1.5013 1.0311 -7.5230  0.45
67 H -1.6972 0.8553 -3.2318  0.53
68 H 0.0673 2.5081 -3.0542  0.28
69 C -0.5898 -6.4595 -2.3278  -0.43
70 C -0.3145 -5.1027 -2.2256  -0.58
71 C 0.3372 -4.6086 -1.1070  -0.27
72 C 0.7060 -5.4892 -0.1060  0.01
73 C 0.4345 -6.8424 -0.1872  -0.39
74 C -0.2189 -7.3272 -1.3085  -0.40
75 N 1.4127 -4.9641 1.0725  1.06
76 O 1.6102 -3.7680 1.1045  -0.57
77 O 1.7504 -5.7574 1.9373  -0.64
78 H -1.0954 -6.8422 -3.2048  0.37
79 H -0.6061 -4.4271 -3.0178  0.44
80 H 0.5517 -3.5529 -1.0218  0.55
81 H 0.7264 -7.5123 0.6077  0.44
82 H -0.4374 -8.3834 -1.3884  0.36
83 C -4.7240 1.5915 -2.8235  -0.49
84 C -5.3050 2.5264 -3.6716  -0.53
85 C -5.6695 3.7727 -3.1905  -0.44
86 C -5.4398 4.0685 -1.8582  0.12
87 C -4.8636 3.1514 -0.9969  -0.36
88 C -4.5068 1.9056 -1.4873  -0.35
89 N -5.8082 5.3972 -1.3504  1.04
90 O -6.3337 6.1771 -2.1283  -0.64
91 O -5.5736 5.6459 -0.1825  -0.61
92 H -4.4281 0.6212 -3.2107  0.58
93 H -5.4714 2.2830 -4.7130  0.42
94 H -6.1220 4.5006 -3.8472  0.45
95 H -4.6879 3.3995 0.0395  0.44
96 H -4.0471 1.1816 -0.8280  0.34

Atomic forces in eV per Å
C -0.07 0.07 -0.03
C -0.15 0.63 0.37
C 0.53 -0.99 -0.14
C -0.61 0.97 -0.35
C 0.03 -0.76 0.88
C 0.04 0.20 -1.20
C 0.45 0.44 0.79
C -0.56 -0.25 -0.24
N 0.18 -0.17 0.01
C 0.32 1.01 -0.89
O -0.27 -0.37 0.14
C 0.36 0.14 -0.10
C -0.41 0.13 0.20
C -0.23 -0.21 0.00
H 0.10 -0.06 0.15
H 0.17 -0.03 -0.06
H -0.09 0.16 -0.02
H 0.07 -0.26 -0.16
H -0.12 -0.12 0.09
H 0.13 0.18 -0.18
H -0.23 0.12 0.06
H 0.20 -0.19 0.06
H 0.12 -0.18 -0.10
H -0.13 -0.09 0.36
H 0.12 0.21 0.04
H 0.11 -0.20 -0.08
H -0.09 0.04 -0.33
H -0.18 0.15 0.11
H 0.24 -0.10 0.08
H 0.02 0.16 -0.05
H -0.15 0.04 0.12
H -0.15 -0.29 -0.02
H -0.25 -0.40 0.26
H 0.06 0.34 0.13
H -0.24 -0.22 -0.01
H 0.15 -0.01 -0.27
H -0.09 -0.32 -0.03
H 0.11 -0.16 0.11
H 0.20 0.19 0.15
H -0.01 0.24 -0.17
C 0.00 0.00 0.00
C 0.11 -0.03 -0.06
C -0.17 -0.03 0.14
C 0.00 -0.20 0.01
C 0.18 -0.05 -0.13
C -0.09 -0.02 0.08
N -0.10 0.24 -0.12
O 0.38 -0.06 0.02
O -0.12 -0.09 0.21
H 0.00 0.00 0.00
H -0.02 0.02 0.00
H 0.02 0.11 -0.09
H -0.08 0.12 0.01
H 0.01 0.01 -0.02
C -0.15 -0.11 -0.11
C 0.02 0.03 0.15
C 0.03 0.00 -0.23
C 0.17 0.17 0.01
C -0.19 -0.11 0.21
C 0.40 0.36 0.04
N -0.02 0.01 0.09
O 0.05 0.02 0.20
O 0.06 -0.35 -0.51
H 0.01 0.00 0.00
H -0.01 -0.02 -0.02
H -0.09 -0.07 0.05
H 0.04 0.01 0.02
H -0.13 -0.19 0.13
C 0.01 0.00 0.01
C -0.02 -0.12 0.00
C -0.01 0.21 -0.08
C -0.10 -0.09 -0.18
C 0.00 -0.21 0.06
C -0.02 0.10 -0.07
N 0.02 0.10 0.12
O 0.18 -0.28 0.13
O -0.06 0.17 -0.18
H -0.01 0.00 0.00
H 0.00 0.03 0.02
H 0.05 -0.02 0.11
H 0.06 0.10 0.07
H 0.00 -0.01 0.02
C -0.02 -0.10 0.08
C 0.03 -0.03 0.09
C -0.05 0.04 -0.24
C 0.07 -0.18 -0.04
C 0.02 -0.04 0.18
C -0.06 -0.01 -0.16
N -0.07 0.13 0.08
O 0.09 -0.11 0.15
O -0.06 -0.02 -0.21
H -0.14 0.27 0.18
H -0.01 0.01 0.00
H 0.01 0.09 0.09
H 0.00 0.11 -0.03
H 0.04 0.03 0.01

***

No. 2
ORCA calculation (ωB97M-V/def2-TZVPD) on a molecular structure, C6H16ClIN2O2PPt at a distorted geometry.

Properties
Orbital gap (spin up / spin down) = 4.46 / 3.60 eV
ΔE to the lowest compared entry with this formula, charge and spin = 0.0536 eV
2S+1 = 5
Max |F| = 6.79 eV Å⁻¹
Charge = +3
E_LUMO (spin up / spin down) = -11.504 / -15.248 eV

Each line ends with the natural charge from an NBO analysis.
CARTESIAN COORDINATES (ANGSTROEM)
1 C 1.6604 -1.3836 2.7365  -0.76
2 I 3.0786 -0.0458 1.8954  0.76
3 H 0.7066 -1.6324 3.2304  0.30
4 H 1.4499 -0.1878 2.7806  0.36
5 H 1.8793 -2.2458 2.1022  0.31
6 Pt -0.9166 -0.4478 -1.4604  0.48
7 P -0.5914 0.5669 -3.5913  1.05
8 C 1.1129 1.0042 -4.1428  -0.96
9 C -1.0787 -0.9469 -4.5646  -0.91
10 H -2.5289 2.0228 -3.3995  0.28
11 H -1.3315 2.7248 -4.5587  0.29
12 H -0.9939 2.7876 -2.8003  0.27
13 C -1.4534 2.1683 -3.6111  -0.97
14 H -2.1521 -1.1159 -4.3628  0.27
15 H -0.8801 -0.8197 -5.6408  0.28
16 H 1.1672 1.2270 -5.2002  0.29
17 H 1.8186 0.1641 -3.9242  0.26
18 H -0.4542 -1.7282 -4.1593  0.26
19 H 1.4300 1.8920 -3.5805  0.26
20 C 0.8707 -0.2693 -1.3076  0.40
21 O 2.0294 -0.0804 -1.3932  -0.43
22 Cl -3.1729 -0.6731 -1.8521  -0.12
23 N -0.5721 0.6307 6.3449  -0.31
24 C -0.0476 -0.1750 5.3832  0.70
25 N -0.0935 -1.5361 5.6864  -0.60
26 O 0.2380 0.2429 4.2952  -0.58
27 H -1.0746 0.2847 7.1646  0.46
28 H -0.2886 1.6019 6.2586  0.46
29 H 0.3558 -2.1422 5.0075  0.43
30 H -0.1672 -1.8879 6.6638  0.46

Atomic forces in eV per Å
C -0.29 -1.82 -0.51
I 0.97 0.65 0.29
H 0.76 0.84 0.08
H -0.76 -0.50 -0.42
H -0.07 0.35 -0.22
Pt -3.30 0.89 -0.08
P 0.91 -0.01 -1.36
C 0.23 -0.81 1.17
C -0.75 1.70 -0.29
H 0.50 0.19 -0.10
H -0.02 -0.45 0.30
H -0.35 -0.56 -0.55
C -0.54 0.15 0.07
H 0.60 -0.21 -0.30
H -0.14 -0.03 0.39
H -0.29 0.01 -0.29
H -0.55 0.71 -0.27
H 0.07 -0.39 0.08
H 0.02 -0.20 -0.15
C 6.77 -0.07 0.37
O -3.96 -0.48 0.32
Cl 0.65 -0.37 0.30
N 0.32 0.38 1.30
C -0.65 -3.02 -1.22
N 0.30 1.17 1.36
O 0.35 1.07 -0.05
H -0.15 0.21 0.13
H -0.41 0.66 0.20
H -0.10 -0.20 0.42
H -0.12 0.15 -0.97

***

No. 3
ORCA calculation (ωB97M-V/def2-TZVPD) on C4H7NO in the gas phase at a distorted geometry.

Properties
Orbital gap = 10.45 eV
SMILES string = C[C@H]1N[C@H]1C=O
ΔE to the lowest compared entry with this formula, charge and spin = 3.2521 eV
Max |F| = 2.05 eV Å⁻¹
E_LUMO = 0.870 eV

Each line ends with the natural charge from an NBO analysis.
CARTESIAN COORDINATES (ANGSTROEM)
1 O 1.9600 1.1333 0.2059  -0.53
2 C 1.0400 0.8881 -0.5413  0.43
3 C 0.3772 -1.2617 0.1485  -0.66
4 C -0.8764 -0.4018 0.0731  -0.07
5 N -0.8471 0.6361 1.1077  -0.57
6 C -0.4432 0.9799 -0.2515  -0.21
7 H 1.2511 -0.5957 0.3661  0.26
8 H 1.2051 0.4398 -1.5504  0.12
9 H 0.4342 -1.8762 1.0306  0.23
10 H 0.5350 -1.8313 -0.7769  0.21
11 H -1.8436 -0.8065 -0.2490  0.21
12 H -1.7858 0.9942 1.2747  0.36
13 H -1.0066 1.7019 -0.8374  0.22

Atomic forces in eV per Å
O -0.44 0.95 -0.80
C 0.55 1.46 -0.07
C 0.14 -0.49 0.51
C 0.40 -0.21 0.00
N -0.01 0.22 0.11
C 0.19 0.29 -0.08
H -1.10 -1.71 -0.30
H 0.15 0.43 0.06
H -0.59 -0.81 0.19
H 0.07 0.02 0.37
H 0.54 0.16 0.05
H 0.16 -0.04 -0.03
H -0.06 -0.27 -0.01

***

No. 4
ORCA calculation (ωB97M-V/def2-TZVPD) on a molecular structure, C11H11N4O10S2W at a distorted geometry.

Properties
Orbital gap = 5.41 eV
ΔE to the lowest compared entry with this formula, charge and spin = 0.0000 eV
Max |F| = 4.20 eV Å⁻¹
Charge = +3
E_LUMO = -14.149 eV

Each line ends with the Mulliken charge.
CARTESIAN COORDINATES (ANGSTROEM)
1 W -1.1331 0.3011 -0.3479  1.96
2 O -2.3268 -1.4182 -0.2972  -0.46
3 S -3.4199 -0.3477 -0.1465  1.12
4 O -4.7678 -0.6205 0.0179  -0.40
5 O -2.8706 0.5495 -1.3133  -0.33
6 O -2.5959 0.4562 0.9492  -0.32
7 O 0.9237 -3.1439 -0.5499  -0.23
8 C 0.7174 -2.1712 -1.1199  0.17
9 O 0.2180 -0.9152 -0.3285  -0.38
10 C 0.9164 -1.6319 -2.4879  0.22
11 C 0.0056 -0.6628 -2.8077  -1.24
12 C 0.3876 0.4026 -3.5591  0.02
13 C 1.5334 0.3896 -4.3203  -0.62
14 C 2.2986 -0.7607 -4.2039  -0.05
15 C 2.0775 -1.7392 -3.2431  -0.39
16 N 3.5304 -0.8453 -5.0071  0.95
17 O 4.0178 -1.9514 -5.0829  -0.50
18 O 3.9784 0.2073 -5.4107  -0.51
19 N -0.2754 1.6290 -3.1317  0.93
20 O -0.3842 2.6083 -3.7392  -0.31
21 O -0.6385 1.6545 -1.8489  -0.64
22 H -1.0257 -0.7430 -2.4860  1.82
23 H 1.8829 1.2357 -4.9031  0.59
24 H 2.8127 -2.5208 -3.0756  0.61
25 S -0.0506 2.0328 0.9283  -0.24
26 C -0.2962 1.2860 2.5182  0.50
27 N -0.0867 -0.0365 2.6086  -0.06
28 C -0.3847 -0.7246 3.9022  -0.72
29 C -0.0840 0.2180 5.0595  -0.54
30 C -0.8956 1.4875 4.8970  -0.55
31 N -0.7395 1.9986 3.4951  -0.10
32 H 0.7636 -0.3375 2.1552  0.29
33 H 0.2161 -1.6277 3.9345  0.45
34 H -1.4348 -1.0132 3.8921  0.28
35 H 0.9833 0.4454 5.0946  0.30
36 H -0.3490 -0.2597 6.0007  0.38
37 H -0.5728 2.2797 5.5669  0.37
38 H -1.9577 1.3198 5.0701  0.35
39 H -0.9739 2.9693 3.3203  0.28

Atomic forces in eV per Å
W 3.76 0.70 -1.73
O -0.18 0.31 0.17
S -0.39 -0.04 0.20
O 0.19 0.04 -0.08
O -0.53 -0.28 0.09
O -0.81 -0.06 0.39
O -0.02 -0.08 0.40
C 0.36 -0.78 -0.86
O -1.15 0.87 0.68
C -0.01 -0.12 0.11
C -0.22 -0.32 0.26
C -0.30 0.63 0.01
C 0.26 0.26 -0.18
C -0.24 0.09 -0.16
C 0.04 -0.25 0.10
N 1.29 -0.03 0.17
O -0.32 0.44 -0.18
O -0.45 -0.50 -0.06
N -0.02 0.20 -0.34
O 0.12 0.08 -0.32
O -0.41 -0.58 1.11
H -0.44 0.03 0.37
H 0.06 -0.02 -0.04
H 0.04 0.09 -0.02
S -0.54 -0.64 -0.38
C 0.01 -0.14 0.05
N 0.09 -0.07 0.36
C 0.03 0.13 0.02
C 0.01 0.01 -0.11
C 0.05 -0.03 -0.11
N -0.26 0.16 0.48
H 0.04 -0.21 -0.29
H 0.04 -0.03 -0.01
H -0.05 -0.01 -0.04
H -0.01 -0.01 0.02
H -0.01 0.00 0.03
H 0.09 0.08 -0.04
H -0.07 0.01 -0.08
H -0.08 0.06 0.02